Below is an isolated ion of composition C6H9BrN3 and charge +1 at a distorted geometry, with properties calculated with wB97M-V/def2-TZVPD.

Computed properties:
Structure (SMILES): NCN[n+]1ccccc1Br
HOMO energy (eV): -13.0
Total charge: +1
2S+1: 1
LUMO energy (eV): -4.6
Energy above the lowest of the compared OMol25 structures with the same formula, charge and spin (kJ/mol): 10.2

XYZ file:
```
19
Properties=species:S:1:pos:R:3:forces:R:3:nbo_charge:R:1
C -1.058 2.011 -0.307 4.34 1.07 1.06 0.03
C 0.436 -2.846 -0.522 0.24 -0.80 2.18 -0.11
H -1.019 4.121 -0.032 -0.16 -0.58 0.25 0.41
N -0.591 3.311 -0.457 1.23 -0.53 -0.33 -0.80
C -0.767 -2.435 0.119 4.58 2.87 -0.90 -0.19
H -1.593 -1.013 1.348 -1.23 1.13 0.98 0.24
H -1.984 2.147 0.040 -3.72 -0.73 1.42 0.21
H -0.881 1.343 -1.083 -0.19 -0.73 -1.85 0.18
N -0.165 1.063 0.837 -1.12 1.30 0.62 -0.50
H 2.606 -2.231 -0.627 -1.51 -0.07 0.15 0.27
H 0.373 3.467 -0.727 -0.32 -0.03 -0.18 0.39
C 1.298 -0.636 -0.064 -0.07 -0.58 0.58 0.11
C -0.792 -1.176 0.709 -0.87 -1.83 -1.33 0.07
H 0.716 1.472 1.108 -0.12 0.67 -0.03 0.37
H 0.610 -3.936 -0.686 -0.30 1.12 -0.48 0.26
H -1.462 -3.112 0.348 -2.91 -2.34 0.64 0.24
C 1.533 -2.000 -0.372 0.78 1.56 -1.19 -0.24
N 0.114 -0.217 0.499 0.95 -1.27 -1.30 -0.14
Br 2.624 0.667 -0.129 0.39 -0.22 -0.29 0.19
```
Forces are in eV/Å.

---

Below is C6H9CaNaO5 as an isolated structure at a distorted geometry, with properties calculated with wB97M-V/def2-TZVPD.

Computed properties:
HOMO energy (eV): -5.9
Total charge: 0
2S+1: 1
LUMO energy (eV): -0.6

XYZ file:
```
22
Properties=species:S:1:pos:R:3:forces:R:3:nbo_charge:R:1
H 0.162 2.583 1.394 0.17 -0.03 -0.18 0.20
H -3.886 -1.882 -0.315 0.39 0.23 -0.35 0.15
H 2.458 1.442 1.637 -0.04 -0.07 -0.17 0.14
H 2.018 -0.277 -1.993 -0.03 0.30 0.12 0.21
H 1.224 2.891 -0.033 -0.08 -0.08 0.17 0.19
C 0.701 2.124 0.556 0.06 0.00 -0.19 -0.13
O -0.285 1.477 -0.269 0.60 1.16 -1.01 -0.60
C 1.414 -0.024 -1.115 -0.84 -1.82 -0.08 -0.14
H -2.025 -3.485 -0.070 0.08 0.37 -0.88 0.15
O -2.837 -0.402 0.749 -4.80 -0.90 -1.76 -1.00
C 0.334 0.971 -1.463 -1.57 -0.37 -1.02 -0.12
H 0.867 -1.027 -0.871 0.93 1.51 0.14 0.18
Ca -0.985 -0.124 1.074 0.01 2.71 1.40 1.78
C 1.630 1.013 1.047 0.13 0.04 0.36 0.35
Na 1.279 -2.112 1.530 -0.16 0.09 -0.17 0.96
H -0.518 0.451 -2.045 1.39 0.81 0.79 0.22
O 0.898 0.089 1.723 3.78 0.30 1.18 -1.06
O -0.703 -2.046 0.633 1.45 -2.79 -0.17 -1.08
C -1.843 -2.404 0.003 -1.43 -0.27 0.29 -0.05
O 2.289 0.445 -0.110 0.18 -0.08 0.01 -0.56
H 0.699 1.822 -2.053 0.03 -0.10 0.11 0.19
C -2.891 -1.524 -0.009 -0.26 -1.03 1.42 0.02
```
Forces are in eV/Å.

---

Below is C6H9Cl2EuInO4P as an isolated structure at a distorted geometry, with properties calculated with wB97M-V/def2-TZVPD.

Computed properties:
HOMO energy (spin up / spin down) (eV): -24.2 / -24.2
Total charge: +4
Expectation value of S²: 12.05
2S+1: 7
LUMO energy (spin up / spin down) (eV): -18.1 / -17.9

XYZ file:
```
24
Properties=species:S:1:pos:R:3:forces:R:3:nbo_charge:R:1
H 3.014 4.115 0.442 -0.59 -0.34 0.13 0.32
In -0.507 -1.394 -0.921 -0.56 -0.12 0.76 1.40
H 1.240 4.404 0.657 0.36 -0.07 0.15 0.32
H 3.007 0.194 0.091 0.06 0.53 -0.13 0.27
O -0.135 1.544 -1.855 0.39 -3.39 3.38 -0.29
C -4.424 -6.010 -2.341 0.81 -4.43 -1.16 0.40
H 2.903 1.495 -1.182 -0.09 0.16 0.68 0.31
H 0.814 1.226 2.973 0.00 0.05 0.06 0.30
O -7.222 -4.600 -2.529 2.29 0.01 0.50 -0.23
H 2.441 0.548 2.725 -0.04 0.02 -0.04 0.30
C 0.045 0.977 -0.813 0.37 6.40 -1.54 0.64
Eu -3.664 -3.539 -1.335 -0.40 -1.30 -0.15 2.05
O -4.636 -7.061 -2.742 0.49 3.71 1.33 -0.25
C -6.146 -4.428 -2.234 -3.10 1.26 -0.28 0.38
H 2.298 4.096 2.085 -0.22 -0.01 -0.52 0.31
C 2.110 3.834 1.025 -0.20 0.69 0.04 -1.01
C 2.987 1.289 -0.094 -0.08 -0.76 -0.04 -1.03
O 0.320 1.806 0.390 -2.38 -3.51 -2.91 -0.72
C 1.830 1.451 2.642 -0.07 -0.41 0.26 -1.03
H 3.946 1.689 0.255 0.12 -0.10 -0.11 0.33
P 1.793 2.077 0.984 2.81 0.75 0.51 1.86
Cl -1.310 -4.459 -1.806 -0.72 1.59 0.35 -0.45
H 2.243 2.208 3.315 -0.02 -0.08 -0.12 0.32
Cl -2.948 -1.460 0.268 0.78 -0.64 -1.17 -0.52
```
Forces are in eV/Å.

---

Below is an isolated molecule of C6H9ClFO2P at a distorted geometry, with properties calculated with wB97M-V/def2-TZVPD.

Computed properties:
Structure (SMILES): CCO/C=C/C(=O)[C@](F)(P)Cl
HOMO energy (eV): -9.0
Total charge: 0
2S+1: 1
LUMO energy (eV): 0.2
Energy above the lowest of the compared OMol25 structures with the same formula, charge and spin (kJ/mol): 162.9

XYZ file:
```
20
Properties=species:S:1:pos:R:3:forces:R:3:nbo_charge:R:1
Cl -1.706 2.461 -3.906 -0.61 0.30 -0.13 -0.02
H 1.196 0.418 -0.484 2.42 -0.57 -1.04 0.18
P -0.250 -0.050 -5.404 -2.52 -1.48 1.81 0.26
H -0.616 -1.509 -4.970 0.79 2.04 -0.45 -0.01
H -0.175 -1.233 2.561 -1.25 -1.31 -0.81 0.21
F -2.586 0.045 -3.465 -1.22 -0.09 0.11 -0.33
H 0.954 1.493 2.666 0.43 0.12 -1.11 0.20
C 0.194 0.548 -0.318 -3.62 0.88 -0.66 0.30
O -0.095 0.848 0.921 -0.42 0.29 2.00 -0.48
C -1.495 0.731 -3.747 4.01 -0.97 -1.99 0.13
C -0.793 0.577 -1.289 0.73 0.09 0.80 -0.46
H -1.874 0.694 -1.111 0.80 0.14 0.45 0.24
H -1.321 -0.185 -6.342 -0.10 0.34 0.10 -0.06
C 0.818 0.587 2.054 -0.21 -1.40 -0.95 -0.06
H 0.953 -0.700 3.581 0.56 -0.21 1.87 0.22
C 0.083 -0.367 3.084 4.46 -0.05 -3.96 -0.61
O 0.724 0.216 -3.064 -0.42 0.53 0.36 -0.58
C -0.400 0.520 -2.676 0.53 -1.13 0.07 0.47
H -0.642 0.116 3.578 -2.48 1.48 1.99 0.21
H 1.797 0.130 1.556 -1.87 1.02 1.54 0.18
```
Forces are in eV/Å.

---

Below is an isolated molecule of C6H9ClN2O at a distorted geometry, with properties calculated with wB97M-V/def2-TZVPD.

Computed properties:
HOMO energy (spin up / spin down) (eV): -7.6 / -7.4
Total charge: 0
2S+1: 1
LUMO energy (spin up / spin down) (eV): 0.0 / 0.1
Energy above the lowest of the compared OMol25 structures with the same formula, charge and spin (kJ/mol): 378.4

XYZ file:
```
19
Properties=species:S:1:pos:R:3:forces:R:3:nbo_charge:R:1
C 1.813 -0.877 -1.078 0.62 -0.98 0.99 -0.59
C 1.251 -1.120 1.345 -1.00 -2.30 1.87 -0.60
H 2.092 -0.580 1.645 1.91 0.81 -0.46 0.22
H 1.419 -2.200 1.490 0.10 0.37 0.14 0.21
H 2.020 -1.910 -1.473 0.27 1.11 0.57 0.22
H -0.763 2.409 -1.095 -2.25 0.07 2.07 0.31
H -0.836 2.473 0.723 -0.95 -0.24 -1.41 0.30
H 0.583 -0.759 2.103 -1.05 -0.29 0.41 0.22
Cl -1.513 -2.888 -0.198 0.34 1.34 0.02 0.01
C 0.722 -0.864 0.015 0.43 0.43 -2.21 0.00
O -3.350 0.751 -0.071 -1.35 0.33 0.51 -0.45
C -0.689 -1.342 -0.335 -0.39 0.39 0.35 0.06
C -1.551 2.425 -0.183 2.36 2.70 0.75 -0.79
C -2.266 1.162 -0.069 1.94 -2.51 -1.76 0.77
H -2.173 3.390 -0.046 0.60 -1.90 -0.80 0.26
N 0.175 0.467 -0.013 -1.19 1.24 0.10 -0.36
N -1.074 -0.012 -0.206 1.01 0.13 0.74 -0.23
H 2.692 -0.262 -0.716 -0.64 -1.31 -0.13 0.22
H 1.448 -0.263 -1.838 -0.76 0.61 -1.72 0.22
```
Forces are in eV/Å.

---

Below is an isolated ion of composition C6H9ClNO2 and charge +1 at a distorted geometry, with properties calculated with wB97M-V/def2-TZVPD.

Computed properties:
Structure (SMILES): O=C[N+]1=C(Cl)COCCC1
HOMO energy (eV): -14.7
Total charge: +1
2S+1: 1
LUMO energy (eV): -5.6
Energy above the lowest of the compared OMol25 structures with the same formula, charge and spin (kJ/mol): 0.0

XYZ file:
```
19
Properties=species:S:1:pos:R:3:forces:R:3:nbo_charge:R:1
H 2.548 -1.121 1.107 -1.40 0.11 -1.19 0.23
O -1.776 2.804 0.139 -0.18 0.42 -0.24 -0.38
C -1.342 -0.702 -0.179 -0.64 2.24 -0.21 0.40
C -0.344 -1.765 -0.343 -0.33 -1.59 -0.26 -0.18
C 1.700 -0.855 0.377 2.75 0.87 -0.58 -0.07
H 0.509 0.632 -1.619 0.02 0.99 2.34 0.25
C -2.031 1.680 0.281 2.83 -0.96 -0.65 0.60
H -2.724 1.118 0.787 -2.61 -0.48 1.23 0.16
C 0.328 1.026 -0.516 -0.28 1.36 -0.72 -0.27
H -0.902 -2.731 -0.434 0.72 0.45 0.95 0.25
H 0.090 2.124 -0.479 1.12 -0.79 -0.71 0.27
N -0.991 0.565 -0.129 -1.98 -1.40 -0.17 -0.38
H 2.016 -1.078 -0.684 0.22 0.28 0.91 0.17
Cl -2.970 -1.193 -0.067 0.37 0.29 0.08 0.18
H 2.317 1.321 0.283 -1.04 -1.44 -0.39 0.27
H 0.186 -1.746 -1.253 0.19 0.64 -2.02 0.23
H 1.372 0.938 1.611 -1.38 -0.34 -1.62 0.26
O 0.614 -1.674 0.624 -0.71 -1.09 2.36 -0.49
C 1.399 0.657 0.495 2.35 0.45 0.87 -0.49
```
Forces are in eV/Å.